No. 1
The following is a quantum chemistry calculation of a structure of composition C35H49BClN7O4PS2W at a distorted geometry, from the OMol25 dataset.

Each line ends with the Mulliken spin population.
Atoms and positions in Å:
W  0.063  0.794  0.008  0.665
C  -2.146  0.294  3.123  0.000
C  -1.327  1.365  3.826  -0.004
C  -0.367  0.735  4.844  0.003
C  -0.599  2.385  2.980  -0.002
C  -0.396  3.689  3.459  0.004
C  0.443  4.286  2.554  -0.003
N  0.708  3.401  1.586  -0.019
N  0.062  2.226  1.823  0.015
B  1.577  3.646  0.350  0.005
N  0.704  3.697  -0.919  0.012
C  0.515  4.758  -1.704  0.005
C  -0.404  4.420  -2.667  -0.001
C  -0.750  3.085  -2.404  0.005
N  -0.060  2.652  -1.332  0.016
C  -1.830  2.401  -3.228  -0.007
C  -2.051  0.897  -3.104  0.032
C  -1.638  2.735  -4.713  0.001
N  2.609  2.525  0.171  0.002
C  3.941  2.604  0.180  0.010
C  4.454  1.356  -0.101  0.006
C  3.341  0.528  -0.280  0.022
N  2.225  1.257  -0.119  0.068
C  3.393  -0.947  -0.560  0.005
C  4.033  -1.231  -1.922  0.002
C  4.191  -1.669  0.529  0.005
H  -2.648  -0.312  3.881  -0.001
H  -1.514  -0.373  2.539  -0.005
H  -2.916  0.729  2.489  0.004
H  -2.033  1.977  4.398  0.001
H  0.367  0.110  4.340  -0.001
H  -0.926  0.108  5.541  0.000
H  0.161  1.499  5.417  0.000
H  -0.790  4.104  4.370  0.000
H  0.888  5.265  2.527  0.000
H  2.148  4.699  0.469  0.000
H  1.042  5.676  -1.509  0.000
H  -0.793  5.052  -3.443  0.001
H  -2.755  2.898  -2.914  -0.001
H  -1.479  0.359  -3.864  0.001
H  -3.105  0.664  -3.259  0.000
H  -1.760  0.511  -2.138  -0.005
H  -0.683  2.337  -5.064  0.000
H  -1.660  3.803  -4.920  0.000
H  -2.433  2.268  -5.296  0.000
H  4.421  3.545  0.385  0.001
H  5.488  1.068  -0.157  0.001
H  2.376  -1.342  -0.549  0.004
H  5.082  -0.924  -1.926  0.000
H  3.531  -0.716  -2.740  -0.001
H  3.998  -2.303  -2.122  0.000
H  5.246  -1.387  0.481  0.000
H  4.120  -2.747  0.374  0.000
H  3.813  -1.445  1.525  -0.002
C  1.915  -4.723  4.660  0.000
C  2.196  -4.466  3.198  -0.001
O  1.951  -3.083  2.907  -0.002
P  0.816  -2.619  1.885  0.006
S  1.131  -0.628  1.871  0.003
S  0.792  -3.670  0.242  -0.001
O  -0.517  -2.859  2.765  0.002
C  -1.640  -3.665  2.428  0.001
C  -1.705  -4.865  3.344  0.000
H  2.173  -5.752  4.915  0.000
H  0.861  -4.563  4.886  0.000
H  2.502  -4.054  5.288  0.000
H  1.582  -5.095  2.548  0.000
H  3.241  -4.656  2.950  0.000
H  -1.563  -3.976  1.384  0.000
H  -2.522  -3.032  2.553  -0.001
H  -0.870  -5.539  3.150  0.000
H  -2.633  -5.416  3.184  0.000
H  -1.668  -4.555  4.389  0.000
Cl  -7.436  -0.225  -0.780  0.001
C  -5.784  0.259  -0.514  0.014
C  -5.481  1.635  -0.367  -0.007
C  -4.208  2.072  -0.159  0.009
C  -3.119  1.141  -0.103  0.010
O  -1.918  1.574  0.067  0.075
C  -3.458  -0.222  -0.236  0.022
C  -2.419  -1.177  -0.082  -0.010
O  -1.215  -0.926  0.177  0.015
C  -4.785  -0.658  -0.440  -0.006
H  -6.294  2.349  -0.424  0.000
H  -3.981  3.123  -0.042  0.000
H  -2.695  -2.243  -0.162  -0.004
H  -4.999  -1.716  -0.532  -0.001
C  1.310  -1.794  -5.859  0.001
C  1.076  -1.248  -4.481  -0.002
C  0.444  -1.988  -3.493  0.001
C  0.208  -1.438  -2.247  -0.009
N  0.556  -0.182  -1.914  0.013
C  1.224  0.515  -2.855  0.010
C  1.483  0.029  -4.122  -0.003
H  1.335  -2.883  -5.856  0.000
H  2.248  -1.429  -6.277  0.000
H  0.507  -1.483  -6.531  0.000
H  0.137  -3.011  -3.666  0.001
H  -0.237  -2.033  -1.465  0.002
H  1.562  1.501  -2.579  0.013
H  2.019  0.663  -4.817  0.001

Its spin multiplicity is 2. The gap between HOMO and LUMO (spin up / spin down) is 6.00 / 5.56 eV. Its expectation value of S² is 0.757. Its total charge is 0.

***

No. 2
The following is a quantum chemistry calculation of a structure of composition C35H49F4N3NiSSi2Te at a distorted geometry, from the OMol25 dataset.

Each line ends with the Mulliken spin population.
Atoms and positions in Å:
Ni  1.311  1.616  -0.330  1.754
C  -0.506  2.610  -2.832  0.006
N  0.074  3.226  -1.633  0.064
C  0.724  4.467  -2.045  -0.001
C  -0.991  3.533  -0.670  -0.006
C  -0.441  3.827  0.715  -0.012
N  0.421  2.729  1.114  0.026
C  0.891  2.661  2.375  0.016
C  1.997  1.817  2.636  0.004
F  2.548  1.215  1.545  0.003
C  2.547  1.600  3.871  0.003
F  3.599  0.777  3.989  0.000
C  2.035  2.227  4.992  0.010
C  0.967  3.078  4.783  -0.005
F  0.433  3.712  5.840  0.000
C  0.411  3.305  3.541  0.007
F  -0.646  4.145  3.483  0.000
H  -1.320  3.230  -3.236  0.001
H  0.263  2.511  -3.597  0.000
H  -0.894  1.620  -2.603  -0.006
H  0.006  5.128  -2.550  0.003
H  1.128  4.990  -1.181  0.002
H  1.538  4.248  -2.732  -0.002
H  -1.602  4.376  -1.026  0.005
H  -1.638  2.659  -0.594  0.003
H  0.120  4.772  0.715  0.001
H  -1.292  3.963  1.383  0.004
H  2.449  2.072  5.976  0.001
C  1.249  -4.504  3.723  0.000
C  0.450  -3.950  2.533  0.000
C  -0.483  -2.849  3.043  0.000
C  -0.409  -5.072  1.927  0.000
C  1.415  -3.433  1.468  -0.002
C  2.331  -4.320  0.879  0.000
C  3.231  -3.915  -0.086  -0.001
C  3.200  -2.592  -0.504  0.001
S  4.228  -1.762  -1.629  0.001
C  3.323  -0.295  -1.342  -0.008
N  2.317  -0.428  -0.529  0.028
C  2.252  -1.698  0.013  0.011
C  1.404  -2.117  1.040  -0.002
C  3.744  1.008  -1.827  -0.059
C  4.901  1.148  -2.600  0.011
C  5.404  2.407  -2.856  -0.007
C  4.775  3.511  -2.296  0.010
C  3.616  3.360  -1.542  -0.029
C  3.027  2.115  -1.334  0.146
H  0.568  -4.843  4.506  0.000
H  1.896  -3.731  4.140  0.000
H  1.873  -5.349  3.430  0.000
H  -1.176  -3.269  3.774  0.000
H  -1.072  -2.417  2.230  0.000
H  0.078  -2.052  3.534  0.000
H  -1.092  -5.471  2.681  0.000
H  0.206  -5.895  1.562  0.000
H  -1.002  -4.697  1.090  0.000
H  2.361  -5.351  1.207  0.000
H  3.951  -4.612  -0.496  0.000
H  0.775  -1.373  1.511  0.006
H  5.415  0.268  -2.974  0.000
H  6.302  2.531  -3.447  0.000
H  5.196  4.500  -2.441  0.000
H  3.186  4.247  -1.092  0.002
C  -2.515  -1.440  -4.047  0.000
Si  -1.215  -2.310  -2.992  0.000
C  0.494  -1.778  -3.565  -0.001
C  -1.395  -4.177  -3.225  0.000
C  -1.472  -2.006  -1.145  0.001
Te  -1.163  -0.045  -0.281  0.010
C  -3.161  0.573  -0.865  0.003
Si  -4.289  0.844  0.628  0.000
C  -4.396  -0.742  1.641  0.000
C  -3.604  2.233  1.703  0.000
C  -6.017  1.304  0.023  0.000
H  -2.391  -1.743  -5.090  0.000
H  -2.423  -0.352  -4.004  0.000
H  -3.529  -1.708  -3.744  0.000
H  0.558  -1.792  -4.656  0.000
H  1.255  -2.460  -3.184  0.000
H  0.740  -0.768  -3.228  0.000
H  -1.284  -4.448  -4.277  0.000
H  -2.375  -4.530  -2.894  0.000
H  -0.635  -4.720  -2.658  0.000
H  -0.813  -2.673  -0.590  -0.001
H  -2.497  -2.263  -0.870  0.000
H  -3.541  -0.236  -1.491  0.000
H  -3.106  1.468  -1.487  0.000
H  -3.474  -0.922  2.196  0.000
H  -4.584  -1.611  1.005  0.000
H  -5.214  -0.678  2.361  0.000
H  -2.577  2.016  2.011  0.000
H  -4.202  2.355  2.608  0.000
H  -3.607  3.190  1.175  0.000
H  -6.468  0.500  -0.562  0.000
H  -6.003  2.204  -0.596  0.000
H  -6.669  1.499  0.877  0.000

Its spin multiplicity is 3. The gap between HOMO and LUMO (spin up / spin down) is 7.21 / 7.23 eV. Its expectation value of S² is 2.006. Its total charge is 0.

***

Calculated ΔE to the lowest compared entry with this formula, charge and spin, 7.11; 19.41 kcal per mole (same order as the records).
Calculated molecular weight, 957.04; 862.32 u (same order as the records).